Entry from the OMol25 dataset: C13H29CuN2O12 as an isolated structure at a distorted geometry (ωB97M-V/def2-TZVPD).

```
57
Properties=species:S:1:pos:R:3:forces:R:3
Cu -2.141645 0.992909 0.599563 -0.2360 0.0682 -0.5739
O -4.313029 -5.070176 0.214257 0.5088 -0.8707 -0.2308
C -4.365555 -3.874397 0.834362 -0.3355 4.8038 1.7383
O -3.556344 -2.945637 0.611007 1.6061 -0.8508 -1.6607
O -5.290304 -3.665436 1.650390 -0.8886 -1.9681 0.2140
H -4.915442 -5.483967 0.836744 -0.5547 -0.9131 -0.2168
O -0.263720 0.756692 6.663394 -0.7446 -0.5594 0.2271
C -1.091017 0.590758 5.642114 -0.6965 0.6732 -2.1429
O -0.951908 1.227113 4.546437 -0.1738 -0.8914 1.5472
O -2.090112 -0.177344 5.633877 1.2309 0.5030 0.3892
H 0.148892 1.614689 6.540118 0.3994 0.2795 -0.1120
O -7.187124 3.792164 3.008248 -1.5913 2.7379 0.3668
C -6.716971 2.590379 3.159349 1.9198 -5.2037 -0.5679
O -5.832705 2.175972 2.441171 3.8351 0.9266 -3.2691
O -7.211724 1.761906 3.928370 -2.8150 0.6236 2.8752
H -7.924260 3.613223 3.596649 -1.0120 1.0896 0.4454
C -3.558894 3.433944 -2.552900 1.3714 0.5700 -1.3475
O -2.686618 2.327314 -2.408722 -0.1320 -1.7036 0.3887
C -2.160296 1.727504 -3.585064 -0.3932 0.4165 -0.6963
C -1.085346 0.672040 -3.231901 -1.7584 0.6082 1.2447
N -0.350038 1.176286 -2.026974 -0.6784 -0.3580 -1.3025
C 0.336329 2.452276 -2.375652 -0.3917 -0.3965 1.8830
C 0.503235 3.344292 -1.101595 1.4707 -0.8665 -1.3089
O -0.707971 3.671701 -0.496879 0.1179 -1.7539 -1.4811
C -0.639265 4.824353 0.237383 -0.9416 0.6897 0.7067
H -3.994293 3.519767 -3.548472 -0.2827 -0.4957 -0.1981
H -2.810753 4.226654 -2.550237 -0.7027 1.0413 0.5707
H -4.369101 3.508379 -1.827563 0.5182 -0.2797 0.2999
H -1.737362 2.448525 -4.284611 0.3733 0.7240 0.2587
H -2.988058 1.372975 -4.199237 -0.1179 -0.8327 0.1560
H -0.422179 0.384291 -4.047694 -0.0027 0.5031 -0.3459
H -1.630300 -0.234496 -2.968610 0.1976 -0.1279 0.3202
H 0.322142 0.427461 -1.940094 0.6337 0.2741 0.6579
H -0.220564 3.099659 -3.053047 -0.3404 -0.5328 -0.0400
H 1.256409 2.169051 -2.886858 0.4822 0.6208 0.2694
H 1.065064 4.184316 -1.510029 -0.3444 0.8769 0.1396
H 1.204916 2.956620 -0.363042 -0.0022 -0.6245 0.1927
H -1.681904 4.967143 0.521308 0.1351 0.6421 0.2805
H -0.279342 5.638980 -0.391042 0.0755 0.3329 0.2198
H -0.043035 4.695664 1.140739 0.2855 0.1999 0.1081
C 3.390150 -3.336270 1.175561 1.0993 -0.5112 -0.6538
C 4.432675 -3.184596 0.043705 1.3792 0.0887 1.1478
C 5.598553 -4.274176 0.177912 -0.0996 1.3560 -1.2245
O 6.637818 -3.875706 -0.733725 -1.1527 0.4235 -1.0122
C 7.863816 -4.513054 -0.530080 -0.0780 0.8886 0.4926
N 3.919043 -3.008075 -1.287852 -0.4117 -1.0654 -0.7455
H 3.084521 -4.376579 1.287214 -0.2454 -0.0098 -0.0246
H 2.514712 -2.695628 1.069328 0.2201 0.0179 -0.0276
H 4.000252 -3.079355 2.041498 -0.5792 0.0541 0.4375
H 4.922795 -2.233972 0.253949 0.2903 0.0679 0.0921
H 5.219174 -5.239206 -0.158112 -0.0855 -0.3619 0.3206
H 6.109846 -4.319206 1.139490 -0.6935 -0.1000 0.5391
H 7.718757 -5.591552 -0.467650 0.4571 -0.1084 0.1591
H 8.262297 -4.023644 0.358625 0.4317 -0.8078 0.6671
H 8.580382 -4.213369 -1.294815 -0.3560 -0.3099 -0.4431
H 3.453491 -3.858115 -1.572137 -0.9175 -0.2925 0.2177
H 4.671909 -3.071044 -1.958168 0.7169 0.6940 0.0525
```
Positions in Å, forces in eV/Å.

The spin multiplicity is 2. For the LUMO energy (alpha / beta), the calculation gives 0.02 / -1.28 eV. The calculation puts the HOMO-LUMO gap (alpha / beta) at 0.1238 / 0.0766 Eh. For the total energy, the calculation gives -3165.34790 Ha. The charge is -1. The expectation value of S² is 0.759.